A molecular structure, C40H61NO2P2SiV at a distorted geometry, computed with ωB97M-V with the def2-TZVPD basis set.

```
108
Properties=species:S:1:pos:R:3:nbo_charge:R:1
V 0.0509 -0.5362 -0.9268 1.2672
C 2.8505 -3.0133 -0.3839 -1.1504
Si 1.5692 -1.9518 0.3999 1.2971
C 0.4089 -3.0173 1.4057 -0.4778
C 0.9132 -4.1632 2.0279 -0.1847
C 0.1227 -4.9269 2.8753 -0.1619
C -1.1921 -4.5551 3.1134 -0.1952
C -1.7219 -3.4337 2.4936 -0.1155
C -0.9322 -2.6694 1.6321 -0.3978
P -1.5909 -1.2299 0.7606 0.9382
C -2.9737 -1.6900 -0.3629 -0.5039
C -4.2907 -2.2359 0.2432 -0.4023
C -5.3947 -1.1790 0.2178 -0.4084
C -5.7558 -0.8043 -1.2246 -0.4049
C -4.5113 -0.7757 -2.1305 -0.3901
C -3.2522 -0.5010 -1.3104 -0.4013
C -2.0882 0.0234 1.9951 -0.5286
C -0.8542 0.5205 2.7783 -0.3965
C -1.2674 1.2972 4.0445 -0.4049
C -2.6439 1.9301 3.8756 -0.4056
C -3.7132 0.8389 3.7011 -0.4000
C -3.1452 -0.4184 3.0183 -0.4084
C 2.2833 -0.5940 1.4966 -0.5032
C 2.7354 -0.9236 2.7810 -0.1859
C 3.2194 0.0481 3.6412 -0.1647
C 3.2498 1.3819 3.2441 -0.1680
C 2.8122 1.7364 1.9812 -0.2262
C 2.3445 0.7530 1.1056 -0.2759
P 1.6992 1.1567 -0.5241 0.9504
C 2.9040 1.6169 -1.8202 -0.5147
C 3.5099 0.3907 -2.5261 -0.4104
C 4.6880 -0.2032 -1.7576 -0.4027
C 5.7683 0.8442 -1.5230 -0.4009
C 5.2055 1.9948 -0.6991 -0.4067
C 3.9813 2.6251 -1.3629 -0.3984
C 0.4609 2.4908 -0.3757 -0.5385
C -0.5812 2.2172 -1.4847 -0.3896
C -1.4602 3.4473 -1.7571 -0.3914
C -1.6530 4.2518 -0.4764 -0.4073
C -0.3124 4.8231 0.0255 -0.4026
C 0.8925 3.9589 -0.3905 -0.3984
H 3.5550 -3.3355 0.3889 0.2628
H 2.3926 -3.8958 -0.8326 0.2610
H 3.4044 -2.4816 -1.1544 0.2666
H 1.9382 -4.4702 1.8546 0.2222
H 0.5321 -5.8089 3.3498 0.2401
H -1.8118 -5.1437 3.7766 0.2396
H -2.7501 -3.1674 2.6913 0.2128
H -2.5161 -2.4861 -0.9616 0.2416
H -4.6070 -3.0821 -0.3715 0.2289
H -4.1466 -2.6445 1.2403 0.2133
H -6.2735 -1.5501 0.7451 0.2388
H -5.0709 -0.2855 0.7597 0.1885
H -6.4773 -1.5199 -1.6200 0.2237
H -6.2483 0.1686 -1.2364 0.2199
H -4.3864 -1.7347 -2.6416 0.2037
H -4.6184 -0.0251 -2.9132 0.2309
H -2.4063 -0.3322 -1.9838 0.2085
H -3.3897 0.4239 -0.7381 0.1992
H -2.5020 0.8467 1.3993 0.2355
H -0.2335 -0.3355 3.0594 0.2224
H -0.2304 1.1529 2.1441 0.1978
H -1.2860 0.6221 4.9033 0.2120
H -0.5113 2.0510 4.2664 0.2245
H -2.8869 2.5575 4.7321 0.2383
H -2.6331 2.5983 3.0074 0.1885
H -4.1197 0.5552 4.6727 0.2274
H -4.5509 1.2226 3.1142 0.2129
H -2.6561 -1.0607 3.7547 0.2130
H -3.9530 -0.9959 2.5783 0.2241
H 2.6935 -1.9519 3.1246 0.2272
H 3.5657 -0.2276 4.6288 0.2409
H 3.6195 2.1423 3.9194 0.2405
H 2.8495 2.7759 1.6811 0.2245
H 2.2442 2.1265 -2.5342 0.2491
H 2.7464 -0.3708 -2.7151 0.2219
H 3.8646 0.7276 -3.5056 0.2269
H 4.3547 -0.5807 -0.7837 0.1893
H 5.0860 -1.0580 -2.3083 0.2232
H 6.6241 0.4016 -1.0131 0.2289
H 6.1319 1.2146 -2.4871 0.2074
H 4.9561 1.6250 0.2993 0.1976
H 5.9578 2.7726 -0.5626 0.2352
H 3.5499 3.3923 -0.7200 0.2118
H 4.3059 3.1469 -2.2686 0.2321
H -0.0254 2.2987 0.5865 0.2471
H -0.1081 1.8869 -2.4161 0.2185
H -1.2409 1.3842 -1.1638 0.1794
H -0.9759 4.0696 -2.5130 0.2217
H -2.4123 3.1312 -2.1837 0.2322
H -2.3666 5.0583 -0.6370 0.2432
H -2.0979 3.6053 0.2895 0.1887
H -0.1671 5.8352 -0.3532 0.2316
H -0.3322 4.9008 1.1144 0.2151
H 1.2263 4.2171 -1.3995 0.2126
H 1.7300 4.1552 0.2760 0.2210
N 2.2159 -2.6432 -3.7176 -0.8432
C 1.5630 -2.1411 -4.9241 -0.2031
C 0.0476 -2.0169 -4.7677 -0.5150
C -0.4273 -1.0116 -3.7736 0.8178
O -1.0510 -0.0306 -3.9852 -0.4809
O -0.1003 -1.3111 -2.3957 -0.8317
H 3.2174 -2.6858 -3.8746 0.3763
H 1.9278 -3.6002 -3.5378 0.3657
H 1.7249 -2.7676 -5.8053 0.2056
H 1.9771 -1.1582 -5.1591 0.1994
H -0.3846 -2.9878 -4.5066 0.2475
H -0.3826 -1.6932 -5.7135 0.2663
```

Total charge   +2
HOMO energy (spin up / spin down)   -14.4 / -14.2 eV
HOMO-LUMO gap (spin up / spin down)   7.73 / 7.89 eV
E   -3681.7851 hartree
2S+1   2

A molecular structure, C40H62AlINO19P2 at a distorted geometry, computed with ωB97M-V with the def2-TZVPD basis set.

```
126
Properties=species:S:1:pos:R:3:mulliken_charge:R:1
C 9.5456 0.0766 -5.8562 -0.7507
C 8.7140 0.7499 -6.9581 -0.4439
C 7.3286 1.2474 -6.5557 -0.6035
I 7.4211 2.5368 -4.8344 -0.0635
Al 5.9252 -0.1901 -6.4232 -0.7352
P 6.9023 -2.2992 -5.7475 0.1948
O 7.6174 -2.2587 -4.4160 -0.3403
C 4.4238 0.1756 -5.1501 0.4796
C 3.6204 1.3247 -5.2847 -0.3556
C 2.5557 1.5443 -4.4119 -0.6769
C 2.3072 0.6003 -3.4170 -0.1273
C 3.1582 -0.5033 -3.3425 -0.6767
N 4.1764 -0.7285 -4.1725 -0.2421
P 5.0784 -0.4775 -8.6531 0.2666
O 6.0586 -1.6778 -9.3168 -0.5272
O 3.6325 -1.2934 -8.4340 -0.4643
H 10.4907 0.5839 -5.6986 0.3918
H 9.7847 -0.9517 -6.1120 0.3148
H 9.0282 0.0376 -4.9067 -0.0581
H 8.5929 0.0303 -7.7714 0.1682
H 9.2967 1.5700 -7.3769 0.3598
H 7.0121 1.9150 -7.3542 0.6069
H 7.7581 -2.8595 -6.7481 -0.0250
H 5.8613 -3.2646 -5.6513 -0.0464
H 3.8094 2.0543 -6.0587 0.3918
H 1.9122 2.4069 -4.5111 0.3827
H 1.4858 0.6990 -2.7258 0.4455
H 2.9809 -1.2508 -2.5791 0.4896
H 6.7934 -1.8903 -8.7370 0.3002
H 3.7567 -2.0165 -7.8094 0.3073
O 0.3822 -0.5851 0.2087 -0.6612
C 0.0409 -1.3835 -0.6179 0.6572
O -0.5751 -1.0280 -1.7621 -0.4029
C -0.9523 -2.2016 -2.5116 -0.4044
C -0.0307 -3.3032 -2.0132 -0.1968
C 0.1864 -2.8931 -0.5590 -0.5063
H -2.0026 -2.4183 -2.3088 0.2546
H -0.8310 -1.9880 -3.5705 0.3362
H -0.4504 -4.2936 -2.1373 0.0906
H 0.9181 -3.2615 -2.5516 0.3161
H -0.5868 -3.2910 0.1011 0.2506
H 1.1691 -3.1630 -0.1828 0.3128
O 12.6803 -1.5987 -2.6977 -0.6456
C 11.5449 -1.7044 -2.3149 0.4664
O 10.5942 -0.8084 -2.5996 -0.3765
C 9.3548 -1.1377 -1.9144 -0.0570
C 9.4595 -2.6256 -1.6288 -0.0201
C 10.9670 -2.8065 -1.4420 -0.4406
H 9.2990 -0.5334 -1.0103 0.2173
H 8.5147 -0.9013 -2.5581 0.1862
H 8.8591 -2.9365 -0.7772 -0.0003
H 9.1206 -3.1794 -2.5039 0.1614
H 11.2830 -2.6261 -0.4117 0.2480
H 11.3341 -3.7757 -1.7702 0.2958
O -4.8972 1.8139 3.5066 -0.5795
C -3.7756 1.4343 3.2940 0.4761
O -3.5206 0.3507 2.5418 -0.3738
C -2.1033 0.0609 2.5471 -0.1299
C -1.4302 1.3762 2.9139 -0.5816
C -2.4824 2.0169 3.8203 -0.0242
H -1.9204 -0.7196 3.2883 0.2313
H -1.8107 -0.3034 1.5675 -0.0038
H -0.4578 1.2403 3.3795 0.3901
H -1.2909 1.9816 2.0182 0.2485
H -2.3670 1.7140 4.8636 -0.0426
H -2.5004 3.1013 3.7566 0.3667
O 7.2339 -0.6357 0.2660 -0.5676
C 6.9274 -1.4531 1.0761 0.5686
O 6.6665 -2.7464 0.7520 -0.3444
C 6.2189 -3.4727 1.9033 -0.4061
C 6.7443 -2.6909 3.1034 -0.4806
C 6.7263 -1.2587 2.5705 -0.4858
H 5.1272 -3.5127 1.8819 0.2259
H 6.6085 -4.4863 1.8457 0.3152
H 6.1535 -2.8435 4.0045 0.3259
H 7.7709 -2.9907 3.3183 0.2607
H 5.7618 -0.7728 2.7234 0.2674
H 7.5163 -0.6357 2.9787 0.3030
O -2.2710 1.7243 7.2381 -0.6247
C -3.4146 1.8306 7.5812 0.6175
O -3.8078 2.7025 8.5333 -0.3712
C -5.2193 2.5526 8.7924 -0.5163
C -5.7922 1.9007 7.5407 -0.1697
C -4.6123 1.0507 7.0717 -0.0727
H -5.3380 1.9271 9.6801 0.2361
H -5.6396 3.5338 8.9965 0.3521
H -6.7046 1.3447 7.7262 0.3644
H -6.0140 2.6591 6.7962 -0.0164
H -4.5971 0.0606 7.5313 0.3219
H -4.5677 0.9523 5.9899 -0.1462
O -8.4835 2.8198 6.5198 -0.5793
C -8.7336 3.0414 5.3688 0.4919
O -9.8684 3.6725 4.9897 -0.3694
C -9.9578 3.7116 3.5508 -0.1924
C -8.5258 3.5481 3.0562 -0.7354
C -7.9171 2.6661 4.1463 0.0647
H -10.6034 2.8925 3.2262 0.2158
H -10.4071 4.6562 3.2554 0.2173
H -8.4652 3.1292 2.0549 0.3830
H -8.0249 4.5166 3.0465 0.2919
H -8.0625 1.6033 3.9485 0.2299
H -6.8615 2.8552 4.3108 0.0296
O -2.3910 -5.3428 -1.4622 -0.5882
C -2.7405 -6.0923 -2.3262 0.6035
O -3.3416 -5.6559 -3.4548 -0.3364
C -3.7438 -6.7682 -4.2733 -0.4557
C -2.8536 -7.9264 -3.8359 -0.4759
C -2.6298 -7.6055 -2.3576 -0.4739
H -4.8019 -6.9641 -4.0880 0.2704
H -3.6146 -6.4943 -5.3168 0.3190
H -3.2991 -8.9010 -4.0221 0.3139
H -1.9035 -7.8826 -4.3688 0.2761
H -3.4129 -8.0179 -1.7198 0.2622
H -1.6580 -7.9212 -1.9901 0.2774
O -11.5471 8.3040 1.7535 -0.5765
C -11.8851 8.0796 2.8755 0.4198
O -11.6148 6.9028 3.4933 -0.2719
C -12.2255 6.8623 4.7956 -0.3704
C -12.4387 8.3227 5.1790 -0.5196
C -12.6754 8.9730 3.8156 -0.4061
H -13.1649 6.3111 4.7169 0.2524
H -11.5617 6.3310 5.4730 0.3067
H -13.2491 8.4618 5.8910 0.3357
H -11.5271 8.7236 5.6231 0.2695
H -13.7242 8.9387 3.5174 0.2515
H -12.3138 9.9951 3.7560 0.2902
```

Total charge   -1
HOMO energy   -4.2 eV
HOMO-LUMO gap   5.68 eV
E   -4268.7752 hartree